{"formula": "C9H22ClN4O7S2", "method": "ωB97M-V/def2-TZVPD", "elements": ["O", "S", "O", "N", "S", "O", "O", "Cl", "H", "C", "C", "O", "N", "C", "H", "H", "H", "H", "H", "H", "H", "C", "C", "O", "N", "C", "H", "H", "H", "H", "H", "H", "H", "C", "C", "O", "N", "C", "H", "H", "H", "H", "H", "H", "H"], "xyz": [[-0.812, 0.640, -5.335], [0.427, -0.104, -5.285], [1.638, 0.661, -5.123], [0.221, -1.294, -4.247], [1.370, -2.398, -4.169], [2.704, -1.909, -3.975], [1.200, -3.443, -5.141], [0.821, -3.234, -2.371], [0.528, -0.705, -6.493], [-0.451, -2.847, 2.757], [0.346, -3.007, 1.483], [-0.121, -3.499, 0.473], [1.634, -2.559, 1.486], [2.366, -1.945, 2.570], [-1.445, -3.248, 2.594], [0.005, -3.385, 3.585], [-0.531, -1.791, 3.026], [2.100, -2.678, 0.598], [2.689, -0.938, 2.297], [3.253, -2.532, 2.820], [1.741, -1.877, 3.455], [1.739, 6.247, -6.091], [1.358, 6.143, -4.630], [1.209, 7.145, -3.938], [1.190, 4.903, -4.127], [1.328, 3.615, -4.802], [1.835, 7.299, -6.341], [2.687, 5.745, -6.282], [0.974, 5.796, -6.725], [0.935, 4.896, -3.152], [0.392, 3.061, -4.766], [2.093, 3.010, -4.323], [1.603, 3.759, -5.841], [-3.699, -1.957, 4.971], [-2.554, -2.453, 5.824], [-1.823, -3.355, 5.458], [-2.359, -1.843, 7.027], [-3.118, -0.759, 7.616], [-3.714, -2.539, 4.054], [-4.652, -2.082, 5.486], [-3.571, -0.904, 4.718], [-1.581, -2.217, 7.545], [-2.478, 0.106, 7.796], [-3.556, -1.067, 8.567], [-3.920, -0.457, 6.951]], "forces_ev_per_a": [[0.2, -0.1, 0.0], [-0.7, 0.1, 0.2], [0.1, -0.1, 0.0], [0.6, 0.0, -0.4], [-0.3, 0.1, 0.1], [0.0, 0.0, 0.1], [0.0, 0.0, 0.0], [0.0, 0.0, 0.0], [0.1, -0.1, 0.0], [0.1, 0.0, -0.2], [0.1, 0.1, -0.2], [-0.2, -0.2, 0.2], [0.0, 0.0, 0.1], [0.0, 0.0, -0.2], [0.0, 0.0, 0.0], [0.0, 0.0, 0.1], [0.0, 0.0, 0.1], [0.0, 0.0, 0.0], [0.0, 0.0, 0.1], [0.0, 0.0, 0.1], [0.0, 0.0, 0.0], [0.0, 0.1, 0.0], [0.0, 0.0, 0.0], [0.0, 0.0, 0.0], [0.0, 0.0, -0.1], [-0.1, 0.2, 0.3], [0.0, 0.0, 0.0], [0.0, 0.0, 0.0], [0.0, 0.0, 0.0], [0.0, 0.0, 0.0], [0.0, -0.1, -0.1], [0.0, 0.0, 0.0], [0.0, 0.0, 0.0], [0.0, 0.0, 0.0], [0.0, 0.0, -0.1], [0.0, 0.0, 0.1], [-0.1, 0.0, 0.0], [0.2, -0.1, 0.0], [0.0, 0.0, 0.0], [0.0, 0.1, 0.0], [0.0, 0.0, 0.0], [0.0, 0.0, 0.0], [0.0, 0.0, 0.0], [-0.1, 0.0, 0.0], [0.0, 0.0, 0.0]], "nbo_charge": [-0.986, 2.168, -0.984, -1.218, 2.235, -0.933, -0.948, -0.260, -0.070, -0.716, 0.673, -0.617, -0.624, -0.408, 0.242, 0.235, 0.214, 0.411, 0.194, 0.189, 0.206, -0.719, 0.671, -0.662, -0.604, -0.420, 0.232, 0.224, 0.226, 0.395, 0.229, 0.221, 0.201, -0.725, 0.679, -0.625, -0.621, -0.410, 0.251, 0.223, 0.228, 0.398, 0.196, 0.194, 0.212], "charge": -1, "spin_multiplicity": 1, "e_above_lowest_kcal_mol": 1.4, "e_lumo_ev": 1.870, "homo_energy_ha": -0.2280}

=====

{"formula": "C24H37BCl2N2O2S", "method": "ωB97M-V/def2-TZVPD", "elements": ["C", "C", "C", "C", "C", "C", "C", "C", "C", "C", "C", "C", "B", "O", "O", "C", "C", "C", "C", "N", "C", "C", "C", "C", "C", "S", "N", "C", "H", "H", "H", "H", "H", "H", "H", "H", "H", "H", "H", "H", "H", "H", "H", "H", "H", "H", "H", "H", "H", "H", "H", "H", "H", "H", "H", "H", "H", "H", "H", "H", "H", "Cl", "C", "C", "Cl", "H", "H", "H", "H"], "xyz": [[4.204, -1.406, 0.853], [4.219, 0.184, 1.073], [4.876, 0.683, 2.473], [3.726, 1.128, 0.140], [2.936, 0.788, -1.214], [1.668, 1.758, -1.390], [0.529, 1.201, -2.396], [1.097, 0.472, -3.704], [-0.628, 0.345, -1.619], [-0.026, -0.968, -0.940], [-1.004, -1.918, -0.144], [-0.508, -3.397, 0.071], [0.915, -3.979, -0.462], [2.103, -3.209, -0.722], [1.033, -5.422, -0.677], [-1.359, -4.476, 0.878], [-2.700, -4.041, 1.471], [-3.534, -5.137, 2.317], [-3.248, -2.564, 1.271], [-4.545, -2.374, 1.877], [-4.931, -1.029, 1.640], [-4.131, 0.086, 0.921], [-4.790, 1.556, 0.780], [-6.288, 1.308, 0.182], [-6.753, 2.430, -0.872], [-8.015, 1.636, -2.036], [-2.863, -0.163, 0.356], [-2.402, -1.518, 0.499], [3.136, -1.749, 1.148], [4.928, -1.976, 1.523], [4.301, -1.706, -0.259], [4.329, 1.578, 2.919], [5.981, 0.860, 2.253], [4.799, -0.206, 3.199], [3.879, 2.241, 0.381], [2.628, -0.318, -1.300], [3.695, 0.956, -2.073], [1.222, 1.993, -0.347], [2.024, 2.763, -1.840], [-0.029, 2.146, -2.769], [1.399, -0.619, -3.567], [0.408, 0.599, -4.625], [2.071, 1.033, -3.992], [-1.048, 1.096, -0.846], [-1.409, 0.031, -2.391], [0.577, -1.483, -1.783], [0.787, -0.614, -0.192], [2.151, -3.037, -1.698], [0.158, -5.714, -1.014], [-1.005, -5.541, 1.062], [-2.838, -6.035, 2.515], [-3.737, -4.682, 3.362], [-4.517, -5.436, 1.825], [-5.973, -0.730, 2.037], [-4.175, 2.231, 0.082], [-4.909, 1.993, 1.826], [-7.071, 1.292, 1.028], [-6.311, 0.286, -0.343], [-7.280, 3.297, -0.337], [-5.913, 2.799, -1.552], [-7.952, 0.269, -1.765], [3.853, 4.462, 1.527], [5.122, 5.465, 0.781], [6.458, 4.750, 0.729], [7.164, 4.526, 2.348], [5.188, 6.400, 1.340], [4.787, 5.697, -0.232], [7.171, 5.341, 0.151], [6.370, 3.768, 0.259]], "forces_ev_per_a": [[-1.5, 0.7, -0.2], [-0.3, 1.4, -1.0], [-0.4, -1.3, -1.1], [0.4, -1.9, 1.3], [1.0, 0.2, 0.1], [0.1, 0.0, -0.4], [-0.9, 0.1, 0.1], [0.9, 1.1, -0.3], [0.8, 0.7, -0.1], [0.5, 1.1, 0.3], [-0.6, -3.9, 1.5], [-2.5, 1.3, 1.0], [0.6, -1.0, -0.4], [-1.9, -0.7, -0.8], [-1.1, 2.6, -0.4], [-2.8, 4.3, 0.2], [2.3, 0.1, -1.6], [1.1, 1.1, 0.5], [1.4, -2.3, 0.0], [2.5, 5.3, -3.0], [0.6, -0.8, 0.0], [1.6, -1.7, -0.2], [-0.6, -1.6, 0.0], [0.1, 0.4, -0.2], [0.0, -0.9, 0.3], [0.1, -0.2, 0.4], [-3.2, -2.3, 2.2], [0.2, -0.6, 0.1], [1.7, 0.4, -0.4], [-0.8, 1.0, -1.0], [0.1, 0.5, 1.9], [1.0, -1.1, -0.8], [-1.4, 0.1, 0.6], [0.2, 1.4, -1.0], [-0.5, -1.9, -0.4], [0.5, 1.7, 0.5], [-1.3, -0.2, 1.1], [0.6, -0.5, -1.7], [-0.4, -1.5, 0.9], [0.9, -1.5, 0.5], [-0.6, 1.4, -0.1], [0.9, -0.4, 1.7], [-1.5, -1.0, 0.4], [0.4, -1.6, -1.3], [0.8, 0.6, 1.1], [-1.3, 0.3, 1.6], [-1.3, -0.7, -1.0], [0.2, -0.4, 1.3], [0.7, 0.0, 0.6], [-0.4, 1.7, -0.4], [-1.2, 1.3, -0.6], [0.1, -0.7, -1.8], [1.4, 0.4, 0.6], [1.9, -0.6, -0.6], [-0.8, -1.2, 1.2], [0.5, -0.4, -1.5], [1.3, -0.1, -1.3], [0.1, 1.6, 0.8], [0.9, -1.2, -0.9], [-1.1, -0.5, 1.2], [0.3, 1.4, 0.1], [0.0, 0.2, 0.1], [0.2, 0.1, -0.1], [0.0, 0.0, -0.2], [0.0, 0.0, 0.0], [0.0, -0.2, 0.0], [0.1, -0.1, 0.1], [-0.1, 0.0, 0.1], [-0.1, 0.1, 0.1]], "nbo_charge": [-0.676, 0.042, -0.658, -0.259, -0.455, -0.414, -0.203, -0.639, -0.400, -0.468, 0.061, -0.416, 1.161, -0.939, -0.903, -0.212, 0.014, -0.651, 0.090, -0.365, -0.007, 0.193, -0.447, -0.415, -0.497, -0.093, -0.419, 0.201, 0.234, 0.222, 0.226, 0.229, 0.222, 0.211, 0.211, 0.213, 0.209, 0.218, 0.208, 0.207, 0.200, 0.222, 0.213, 0.232, 0.207, 0.215, 0.242, 0.500, 0.489, 0.236, 0.220, 0.233, 0.236, 0.209, 0.242, 0.231, 0.219, 0.216, 0.229, 0.222, 0.136, -0.049, -0.388, -0.391, -0.056, 0.225, 0.223, 0.223, 0.228], "charge": 0, "spin_multiplicity": 1, "smiles": "CC(C)=CCC[C@@H](C)CCc1c(B(O)O)cc(C)c2ncc(CCCS)nc12.ClCCCl", "e_lumo_ev": -0.914, "homo_energy_ha": -0.3047}

=====

{"formula": "C22H13AsF3NO10PtS", "method": "ωB97M-V/def2-TZVPD", "elements": ["Pt", "O", "C", "O", "C", "C", "C", "C", "C", "N", "C", "O", "O", "H", "H", "H", "H", "O", "As", "O", "O", "C", "C", "C", "C", "C", "C", "S", "O", "O", "O", "H", "H", "H", "H", "H", "F", "C", "F", "F", "C", "C", "C", "C", "C", "C", "C", "C", "H", "H", "H", "H"], "xyz": [[0.058, -0.731, -0.512], [2.607, -2.707, 2.054], [1.484, -2.070, 1.910], [1.365, -0.861, 1.778], [0.248, -2.905, 1.839], [-0.167, -3.858, 2.739], [-1.409, -4.453, 2.539], [-2.167, -4.130, 1.428], [-1.665, -3.184, 0.550], [-0.514, -2.587, 0.786], [-2.343, -2.788, -0.736], [-3.350, -3.385, -1.067], [-1.732, -1.845, -1.380], [3.310, -2.116, 1.664], [0.458, -4.122, 3.583], [-1.783, -5.171, 3.260], [-3.124, -4.581, 1.212], [1.977, -2.566, -3.806], [1.966, -1.479, -2.433], [0.574, -0.495, -2.608], [1.514, -2.412, -1.117], [3.634, -0.601, -2.824], [4.048, -0.550, -4.148], [5.189, 0.179, -4.465], [5.900, 0.846, -3.479], [5.475, 0.819, -2.156], [4.343, 0.095, -1.834], [3.675, 0.092, -0.185], [4.011, -1.227, 0.340], [4.176, 1.207, 0.560], [2.236, 0.220, -0.581], [1.205, -3.146, -3.734], [3.487, -1.069, -4.912], [5.510, 0.240, -5.497], [6.790, 1.404, -3.746], [5.989, 1.366, -1.375], [-4.852, 6.628, 2.603], [-5.493, 5.549, 2.124], [-6.463, 5.225, 2.990], [-6.074, 5.909, 0.967], [-4.538, 4.410, 1.900], [-4.765, 3.170, 2.478], [-3.916, 2.117, 2.198], [-2.836, 2.307, 1.328], [-2.595, 3.579, 0.771], [-3.450, 4.622, 1.057], [-2.002, 1.236, 0.935], [-1.255, 0.334, 0.505], [-5.610, 3.027, 3.136], [-4.091, 1.141, 2.632], [-1.750, 3.717, 0.107], [-3.284, 5.601, 0.621]], "forces_ev_per_a": [[-0.5, -1.7, 0.3], [0.3, -0.2, 0.0], [-0.3, 1.0, 0.0], [0.2, -0.6, 0.2], [-0.4, -0.1, -0.4], [0.1, -0.2, 0.2], [-0.1, -0.1, 0.1], [0.1, 0.0, 0.1], [0.2, 0.0, 0.1], [0.5, 0.5, 0.3], [0.1, 0.2, -0.1], [0.1, 0.3, -0.1], [-0.4, 0.0, -0.3], [0.1, 0.0, 0.0], [0.0, 0.0, 0.0], [0.1, 0.0, -0.1], [0.0, 0.0, 0.0], [-0.1, 0.0, 0.0], [0.0, -0.2, -0.7], [-0.1, 0.0, 0.5], [0.0, 0.5, 0.1], [0.1, 0.3, 0.4], [0.0, -0.1, 0.2], [0.1, 0.1, 0.0], [0.1, 0.0, -0.1], [-0.1, -0.1, 0.1], [-0.1, -0.1, -0.3], [-0.4, -0.2, -0.2], [-0.1, 0.1, 0.1], [0.0, 0.1, -0.2], [0.3, 0.1, 0.4], [0.1, 0.0, -0.1], [0.0, 0.0, 0.0], [0.0, 0.0, 0.0], [-0.1, 0.0, 0.0], [0.0, 0.0, -0.1], [-0.1, 0.0, 0.0], [0.0, 0.1, 0.1], [0.0, 0.1, -0.1], [0.0, 0.0, 0.1], [0.1, -0.1, -0.1], [0.0, -0.2, 0.1], [-0.2, 0.0, 0.3], [0.6, -0.6, -0.4], [-0.1, 0.3, -0.1], [0.2, 0.0, -0.1], [-0.5, 0.5, 0.3], [0.3, 0.7, -0.4], [0.0, 0.0, 0.0], [0.0, 0.0, 0.0], [-0.1, 0.0, 0.0], [0.0, -0.1, 0.0]], "lowdin_spin": [1.853, 0.006, 0.006, 0.043, 0.013, 0.006, -0.004, 0.008, 0.012, 0.182, 0.015, 0.025, 0.253, 0.000, 0.001, 0.000, 0.002, 0.010, 0.008, 0.336, 0.160, 0.000, 0.001, 0.000, 0.001, 0.001, 0.004, 0.006, 0.002, 0.003, 0.066, 0.000, 0.000, 0.000, 0.000, 0.000, 0.005, 0.009, 0.001, 0.006, 0.090, -0.009, 0.079, 0.043, 0.073, -0.013, 0.341, 0.357, -0.002, 0.002, 0.002, -0.002], "charge": 0, "spin_multiplicity": 5, "e_lumo_ev": [-1.073, -4.404], "s2": 6.04, "homo_energy_ha": [-0.3260, -0.3559]}

=====

The lowest charge belongs to which entry?
C9H22ClN4O7S2

=====

charge of number 3 (C22H13AsF3NO10PtS)?
0

=====

Which value of charge does entry 1 give?
-1